A.
C3H3NS2 | ωB97M-V/def2-TZVPD

Structure (XYZ):
```
9
Properties=species:S:1:pos:R:3
C -0.81141 0.93644 -0.11656
C -1.54058 0.85468 -1.21407
C 1.62605 -0.50782 1.26147
N -0.24290 0.88686 0.91626
S 2.91790 0.23241 1.65197
S 0.65513 -1.58441 0.53261
H -2.59868 0.35772 -1.18177
H -1.46159 1.44609 -1.99347
H 1.45608 -2.62197 0.14356
```

Summary:
* net charge: 0
* spin multiplicity: 1
* highest occupied orbital energy (alpha / beta): -7.136 / -7.315 eV

natural (NBO) atomic charge list, values in e, 6 entries: 0.28 -0.64 -0.31 -0.51 0.34 0.32



B.
C3H3NS2 | ωB97M-V/def2-TZVPD

Structure (XYZ):
```
9
Properties=species:S:1:pos:R:3
C 0.63041 -0.37542 -0.72615
C -0.45048 -1.08952 -0.04232
S -1.10840 -2.50397 -0.20773
S -1.20419 0.18128 1.50686
C -0.51417 1.64861 1.19028
N -0.07843 2.70274 1.04793
H 0.99302 0.47898 -0.15480
H 1.45943 -1.05284 -0.93012
H 0.27281 0.01014 -1.68394
```

Summary:
* net charge: 0
* spin multiplicity: 1
* highest occupied orbital energy: -9.600 eV
* SMILES: CC(=S)SC#N

natural (NBO) atomic charge list, values in e, 6 entries: -0.74 -0.11 0.22 0.18 -0.01 -0.31



Least stable of them? A.



A.
CH6N5S | ωB97M-V/def2-TZVPD

Structure (XYZ):
```
13
Properties=species:S:1:pos:R:3
C 2.39061 -0.39716 0.61106
N 1.22557 -0.81637 0.23184
N 0.49289 -0.94674 -0.77725
N -0.71268 -0.73650 -0.74150
N -1.31074 -0.03142 0.20454
N -2.64937 0.60265 0.07451
S 3.35722 0.81242 -0.19492
H 2.74406 -0.94567 1.44105
H -1.14640 -1.08837 -1.66063
H -2.72290 1.36165 -0.75302
H -2.66794 1.16718 0.99671
H -3.35955 -0.09218 -0.09493
H 4.35923 1.11052 0.66254
```

Summary:
* net charge: +1
* spin multiplicity: 1
* highest occupied orbital energy (alpha / beta): -12.233 / -12.234 eV

natural (NBO) atomic charge list, values in e, 6 entries: -0.02 -0.24 0.04 -0.08 -0.37 -0.57



B.
CH6N5S | ωB97M-V/def2-TZVPD

Structure (XYZ):
```
13
Properties=species:S:1:pos:R:3
C -1.10264 -0.15765 -0.08076
N 2.61784 -0.24842 0.00861
N -2.01516 -1.11961 0.14443
N 1.30543 1.61871 0.09151
N 0.13363 -0.55548 -0.28214
N 1.69408 0.49245 0.04695
S -1.61913 1.58094 -0.06740
H 2.53341 -1.31832 0.01097
H -1.66914 -2.06994 0.12712
H -2.97908 -0.83691 0.02129
H 1.52644 2.36874 0.61217
H -0.38557 1.85715 -0.33002
H -0.04013 -1.61165 -0.30272
```

Summary:
* net charge: +1
* spin multiplicity: 1
* highest occupied orbital energy: -14.160 eV

natural (NBO) atomic charge list, values in e, 6 entries: 0.37 -0.26 -0.77 -0.39 -0.70 0.43



Least stable of them? A.



A.
C6H5NO2 | ωB97M-V/def2-TZVPD

Structure (XYZ):
```
14
Properties=species:S:1:pos:R:3
N -0.04560 3.27036 -1.38284
C -0.05879 2.16018 -1.11091
C -0.04655 0.70835 -0.76386
O -0.92873 -0.00900 -1.64346
C -0.72355 0.54073 0.52604
C -0.49718 -0.51564 1.32859
C 0.63538 -1.38897 0.95637
C 1.46563 -1.01919 -0.00859
O 1.26772 0.12838 -0.84487
H -1.62239 -0.43663 -1.09067
H -1.42358 1.33894 0.81623
H -1.06098 -0.72157 2.22550
H 0.67335 -2.48310 1.30428
H 2.36527 -1.57284 -0.31183
```

Summary:
* net charge: 0
* spin multiplicity: 1
* highest occupied orbital energy: -9.367 eV
* SMILES: N#C[C@]1(O)C=CC=CO1

natural (NBO) atomic charge list, values in e, 6 entries: -0.27 0.25 0.38 -0.69 -0.26 -0.19



B.
C6H5NO2 | ωB97M-V/def2-TZVPD

Structure (XYZ):
```
14
Properties=species:S:1:pos:R:3
C 1.86983 -1.07171 0.03086
C 2.28145 1.29397 0.32443
C 1.52325 0.26018 0.11151
C -0.41957 0.73116 0.05892
C -2.57817 -0.57498 -0.36215
C -1.11575 -0.56875 -0.01652
N 2.38840 -2.08961 -0.09585
O -0.74758 1.84677 0.22798
O -2.16859 -0.81876 0.88401
H 1.78582 2.18619 0.54716
H 3.35176 1.21556 0.22907
H -2.79920 0.49792 -0.71108
H -2.89376 -1.51600 -0.83084
H -0.47790 -1.39195 -0.39750
```

Summary:
* net charge: 0
* spin multiplicity: 1
* highest occupied orbital energy: -9.724 eV

natural (NBO) atomic charge list, values in e, 6 entries: 0.20 -0.31 -0.24 0.66 -0.07 -0.12



Least stable of them? B.



A.
C4H7NO4 | ωB97M-V/def2-TZVPD

Structure (XYZ):
```
16
Properties=species:S:1:pos:R:3
C 0.58418 -0.18153 -1.56017
C 0.03074 0.15552 -0.21611
O 0.46722 1.01442 0.51265
C -1.16651 -0.69987 0.24142
N -2.00501 -0.04634 1.22321
O -1.92587 -1.07522 -0.87131
H 1.36545 0.51893 -1.84108
H 0.98829 -1.19147 -1.52918
H -0.22608 -0.17676 -2.28590
H -0.72981 -1.59452 0.73091
H -1.44505 0.22756 2.02320
H -2.39207 0.80451 0.82324
H -2.74957 -1.45613 -0.54438
O 3.21530 0.23292 0.56271
C 3.04940 1.23427 1.09421
O 2.93941 2.23370 1.63656
```

Summary:
* net charge: 0
* spin multiplicity: 1
* highest occupied orbital energy: -9.663 eV
* SMILES: CC(=O)[C@@H](N)O.O=C=O

natural (NBO) atomic charge list, values in e, 6 entries: -0.73 0.59 -0.57 0.15 -0.84 -0.72



B.
C4H7NO4 | ωB97M-V/def2-TZVPD

Structure (XYZ):
```
16
Properties=species:S:1:pos:R:3
C 1.16863 0.10649 -1.42857
C 0.76613 -0.08644 1.48780
C -1.96116 0.00858 0.42392
C -0.55631 -0.41218 0.09547
O 1.81787 1.26004 -1.54525
O 1.95096 -0.92775 -1.73380
O -2.52062 0.78992 -0.50713
N -0.07221 0.02985 -1.09808
O -2.56075 -0.35941 1.40363
H 1.33967 1.90999 -1.00136
H 1.45872 -1.74512 -1.57596
H -3.38674 1.08883 -0.18882
H -0.32713 -1.45427 0.38862
H 0.34906 -0.62435 2.33619
H 0.82287 0.98126 1.70041
H 1.71101 -0.56545 1.24293
```

Summary:
* net charge: 0
* spin multiplicity: 1
* highest occupied orbital energy: -8.317 eV

natural (NBO) atomic charge list, values in e, 6 entries: 0.91 -0.63 0.75 -0.09 -0.64 -0.65



Least stable of them? B.



A.
C4H7NO4 | ωB97M-V/def2-TZVPD

Structure (XYZ):
```
16
Properties=species:S:1:pos:R:3
O -3.65981 0.03411 0.55621
C -2.64070 -0.07864 -0.09393
O -2.54676 -0.88676 -1.12031
C -1.29428 0.62930 0.27913
N -0.20883 0.02024 -0.38465
C 1.13695 0.59544 -0.57201
C 0.73504 -0.71192 0.27746
O 0.86075 -0.78609 1.63436
O 1.04116 -1.98623 -0.27140
H -1.66040 -0.86333 -1.50846
H -1.17963 0.57271 1.42195
H -1.42408 1.81558 -0.09173
H 1.57383 1.48977 -0.15202
H 1.56648 0.24979 -1.52986
H 0.79776 -1.82705 1.78916
H 1.02394 -1.92367 -1.21870
```

Summary:
* net charge: 0
* spin multiplicity: 1
* highest occupied orbital energy: -9.431 eV
* SMILES: O=C(O)CN1CC1(O)O

natural (NBO) atomic charge list, values in e, 6 entries: -0.58 0.77 -0.66 -0.35 -0.51 -0.31



B.
C4H7NO4 | ωB97M-V/def2-TZVPD

Structure (XYZ):
```
16
Properties=species:S:1:pos:R:3
O 1.11703 -1.50929 -0.16004
C 0.22133 -1.01817 -1.10052
C -1.08348 -0.44135 -0.60934
N -1.11845 -0.17121 0.78922
C 0.22463 1.57591 0.86483
O -0.26029 2.59636 1.30379
O 0.43644 1.48233 -0.45675
C -0.05788 0.45409 -1.27022
H 1.88546 -1.88598 -0.60105
H 0.18061 -1.59314 -2.02784
H -2.00974 -0.69691 -1.13092
H -0.30732 -0.25248 1.83309
H -0.21622 0.81633 -2.28477
H -2.00257 -0.35441 1.24914
O 1.11475 0.71733 2.02089
H 1.87570 0.28060 1.58050
```

Summary:
* net charge: 0
* spin multiplicity: 1
* highest occupied orbital energy: -8.827 eV

natural (NBO) atomic charge list, values in e, 6 entries: -0.70 0.05 -0.09 -0.91 1.01 -0.57



Least stable of them? B.



A.
C5H13NOS | ωB97M-V/def2-TZVPD

Structure (XYZ):
```
21
Properties=species:S:1:pos:R:3
C -0.52124 2.13354 0.25180
C 0.29877 1.13650 -0.56755
C 0.78915 1.80562 -1.85339
N 1.80645 1.14247 -2.54992
O 0.27001 2.77952 -2.32013
H -0.26634 3.18473 0.32107
H -0.57345 1.79691 1.29146
H -1.53442 2.15161 -0.18632
H 1.06959 0.69484 0.06269
H -0.35389 0.31671 -0.87131
H 1.98070 1.40929 -3.50440
H 2.20614 0.25884 -2.28658
C -1.61676 -1.25223 1.33832
S 0.00349 -1.25061 2.05688
C 0.51776 -2.87019 1.40684
H -2.25960 -2.04446 1.74131
H -2.23981 -0.38409 1.41509
H -1.51076 -1.30351 0.24428
H 0.19429 -3.56878 2.17422
H 1.59752 -3.00657 1.41468
H 0.14241 -3.13014 0.42098
```

Summary:
* net charge: 0
* spin multiplicity: 1
* highest occupied orbital energy: -8.704 eV
* SMILES: CCC(N)=O.CSC

natural (NBO) atomic charge list, values in e, 6 entries: -0.61 -0.52 0.69 -0.85 -0.60 0.23



B.
C5H13NOS | ωB97M-V/def2-TZVPD

Structure (XYZ):
```
21
Properties=species:S:1:pos:R:3
C -3.60090 -0.03941 0.63917
C -2.13391 -0.42012 0.89376
N -1.50088 0.37961 1.78464
O -1.63264 -1.44003 0.41118
H -3.80284 0.94020 1.01626
H -4.27192 -0.74941 1.16070
H -3.96782 -0.07688 -0.37926
H -0.52502 0.14467 1.96861
H -2.00045 1.21221 2.21019
C 1.42531 0.79333 -1.90240
C 0.89418 -0.18853 -0.88164
S 1.60530 -0.11892 0.76137
C 3.27116 -0.51066 0.26216
H 2.50797 0.71136 -1.94678
H 1.16694 1.74836 -1.60449
H 1.02825 0.63953 -2.87861
H -0.20531 -0.00393 -0.79426
H 0.96981 -1.19021 -1.25186
H 3.89177 0.35392 0.47275
H 3.56073 -1.37193 0.85613
H 3.32027 -0.81315 -0.79762
```

Summary:
* net charge: 0
* spin multiplicity: 1
* highest occupied orbital energy: -8.380 eV
* SMILES: CC(N)=O.CCSC

natural (NBO) atomic charge list, values in e, 6 entries: -0.71 0.67 -0.84 -0.63 0.20 0.24



Least stable of them? A.



A.
C4H5NO2 | ωB97M-V/def2-TZVPD

Structure (XYZ):
```
12
Properties=species:S:1:pos:R:3
C -3.07621 -0.11089 0.01108
C -1.07090 1.44892 0.13298
C 1.46061 0.59541 0.32970
C 0.42152 -0.55553 0.31381
N 0.02180 0.75591 0.10418
O -2.82533 -1.29420 -0.14495
O -1.45961 2.58467 0.02791
H -3.99994 0.37066 -0.17274
H 1.73322 1.13304 1.25141
H 2.10858 1.05675 -0.46649
H 0.36951 -1.11802 -0.62365
H 0.17787 -1.00869 1.17947
```

Summary:
* net charge: 0
* spin multiplicity: 3
* highest occupied orbital energy (alpha / beta): -6.306 / -10.186 eV

natural (NBO) atomic charge list, values in e, 6 entries: 0.34 0.64 -0.27 -0.17 -0.48 -0.50



B.
C4H5NO2 | ωB97M-V/def2-TZVPD

Structure (XYZ):
```
12
Properties=species:S:1:pos:R:3
C 0.57202 -1.93839 -0.11128
C 1.01758 -0.71368 -0.40794
C -0.48267 0.21159 -0.91123
C -0.63979 1.31625 0.04171
N 2.16746 -0.07779 -0.76724
O -0.94354 -0.16297 -1.94705
O 2.46347 1.03837 -0.37924
H 1.10376 -2.68543 0.50043
H -0.40932 -2.17293 -0.14965
H -0.65591 1.22008 1.06364
H 0.28648 1.93779 -0.21617
H -1.45695 2.02666 -0.12774
```

Summary:
* net charge: 0
* spin multiplicity: 3
* highest occupied orbital energy (alpha / beta): -7.925 / -9.511 eV

natural (NBO) atomic charge list, values in e, 6 entries: -0.39 -0.01 0.63 -0.76 0.06 -0.49



Least stable of them? A.



A.
C2H3NO4 | ωB97M-V/def2-TZVPD

Structure (XYZ):
```
10
Properties=species:S:1:pos:R:3
H -1.21672 -1.83790 -2.16305
N -0.35293 -1.49170 -1.76433
C -0.50721 -0.69480 -0.81612
O -1.65647 -0.27864 -0.30588
O 0.67797 -0.21845 -0.26891
C 0.73262 0.63634 0.74431
O -0.20549 1.11861 1.33000
O 1.99509 0.89582 1.03279
H -1.52900 0.35063 0.43911
H 2.06214 1.52009 1.77208
```

Summary:
* net charge: 0
* spin multiplicity: 1
* highest occupied orbital energy: -10.494 eV
* SMILES: [H]/N=C(\O)OC(=O)O

natural (NBO) atomic charge list, values in e, 6 entries: 0.36 -0.71 0.79 -0.68 -0.49 1.00



B.
C2H3NO4 | ωB97M-V/def2-TZVPD

Structure (XYZ):
```
10
Properties=species:S:1:pos:R:3
O -2.05056 -0.43023 1.23131
C -0.91095 -0.69874 1.23161
N 0.23033 -0.39132 1.45302
O 1.53935 -0.67695 1.41669
H 1.92128 -0.37738 0.51391
O 1.04711 -0.48180 -1.22570
C 0.02818 0.18202 -1.31262
O -0.02637 1.41583 -0.85157
H -0.89398 -0.18894 -1.89278
H -0.88438 1.64750 -0.56386
```

Summary:
* net charge: 0
* spin multiplicity: 1
* highest occupied orbital energy: -10.062 eV
* SMILES: O=C=NO.O=CO

natural (NBO) atomic charge list, values in e, 6 entries: -0.55 0.73 -0.22 -0.49 0.51 -0.60



Least stable of them? B.